Density functional theory data (ωB97M-V/def2-TZVPD) for 15 unconnected molecules or ions with the total composition C60H108F12O19 at a distorted geometry.

Last columns: bonded neighbours and bond lengths (Å).
CARTESIAN COORDINATES (ANGSTROEM)
1 C 5.55498 -2.69731 5.72651  C2 1.469, C5 1.592, H6 1.112, H7 1.124
2 C 4.52056 -2.25996 4.77984  C1 1.469, C3 1.554, H8 1.019, H9 1.041
3 C 3.81203 -1.07610 5.49407  C2 1.554, O4 1.397, H10 1.101, H11 1.090
4 O 3.84102 -1.40570 6.85122  C3 1.397, C5 1.376
5 C 4.70636 -2.45695 7.05220  C1 1.592, O4 1.376, H12 1.119, H13 1.123
6 H 6.50839 -2.12513 5.71602  C1 1.112
7 H 5.79603 -3.79142 5.63604  C1 1.124
8 H 3.82557 -2.96257 4.53159  C2 1.019
9 H 4.89821 -1.87092 3.89090  C2 1.041
10 H 2.72858 -0.94481 5.35263  C3 1.101
11 H 4.35121 -0.18337 5.17824  C3 1.090
12 H 4.14236 -3.42100 7.12788  C5 1.119
13 H 5.29573 -2.38765 8.00503  C5 1.123
14 C 0.28001 2.92869 3.35536  C15 1.531, C18 1.566, H19 1.073, H20 1.125
15 C 1.15689 3.18827 4.58273  C14 1.531, C16 1.580, H21 1.077, H22 1.092
16 C 2.22409 2.02511 4.50950  C15 1.580, O17 1.393, H23 1.101, H24 1.072
17 O 1.83874 1.18023 3.47111  C16 1.393, C18 1.406
18 C 1.14654 1.93679 2.50876  C14 1.566, O17 1.406, H25 1.081, H26 1.130
19 H 0.12202 3.80147 2.75147  C14 1.073
20 H -0.71192 2.42037 3.50785  C14 1.125
21 H 0.58964 3.15373 5.49781  C15 1.077
22 H 1.63053 4.16494 4.46746  C15 1.092
23 H 2.30045 1.42080 5.42706  C16 1.101
24 H 3.18319 2.44258 4.27369  C16 1.072
25 H 0.47062 1.29130 1.96632  C18 1.081
26 H 1.82378 2.51034 1.80892  C18 1.130
27 C 5.76909 1.74966 3.19096  C28 1.611, C31 1.507, H32 1.101, H33 1.075
28 C 6.23180 0.99359 1.84586  C27 1.611, C29 1.541, H34 1.119, H35 1.105
29 C 5.62951 1.92483 0.77605  C28 1.541, O30 1.412, H36 1.103, H37 1.083
30 O 4.83229 2.91672 1.38791  C29 1.412, C31 1.414
31 C 5.39171 3.11333 2.67135  C27 1.507, O30 1.414, H38 1.112, H39 1.145
32 H 6.63733 1.74239 3.86837  C27 1.101
33 H 4.91540 1.27793 3.64357  C27 1.075
34 H 6.01432 -0.10300 1.80577  C28 1.119
35 H 7.32617 1.14205 1.81438  C28 1.105
36 H 5.07066 1.33673 0.02940  C29 1.103
37 H 6.50111 2.31411 0.26434  C29 1.083
38 H 4.78860 3.82361 3.27894  C31 1.112
39 H 6.39530 3.63075 2.48012  C31 1.145
40 C 4.18725 -6.64026 1.07784  C41 1.535, C44 1.480, H45 1.127, H46 1.089
41 C 4.28501 -6.55432 2.60768  C40 1.535, C42 1.493, H47 1.133, H48 1.074
42 C 5.53508 -5.74461 2.70569  C41 1.493, O43 1.409, H49 1.076, H50 1.114
43 O 5.37794 -4.74486 1.72483  C42 1.409, C44 1.425
44 C 4.47930 -5.23091 0.73109  C40 1.480, O43 1.425, H51 1.078, H52 1.135
45 H 3.13370 -6.99178 0.88606  C40 1.127
46 H 4.98692 -7.26983 0.69146  C40 1.089
47 H 4.31689 -7.50557 3.22326  C41 1.133
48 H 3.46986 -5.97587 3.00125  C41 1.074
49 H 6.40675 -6.32811 2.46665  C42 1.076
50 H 5.63943 -5.33752 3.73778  C42 1.114
51 H 4.89105 -5.08060 -0.25419  C44 1.078
52 H 3.58849 -4.52842 0.75794  C44 1.135
53 C 3.51925 -1.85211 -3.51006  C54 1.531, C57 1.528, H58 1.099, H59 1.096
54 C 4.66555 -0.87752 -3.79460  C53 1.531, C55 1.544, H60 1.039, H61 1.082
55 C 4.01796 -0.16372 -5.00062  C54 1.544, O56 1.405, H62 1.064, H63 1.141
56 O 3.30716 -1.16104 -5.68873  C55 1.405, C57 1.393
57 C 2.91253 -2.21302 -4.86472  C53 1.528, O56 1.393, H64 1.068, H65 1.123
58 H 2.76516 -1.31595 -2.91651  C53 1.099
59 H 3.76644 -2.81936 -3.05779  C53 1.096
60 H 5.54450 -1.23116 -4.22015  C54 1.039
61 H 4.84725 -0.25022 -2.93250  C54 1.082
62 H 4.72412 0.17123 -5.72330  C55 1.064
63 H 3.26071 0.64893 -4.73841  C55 1.141
64 H 3.40112 -3.05929 -5.29479  C57 1.068
65 H 1.79176 -2.27894 -4.86274  C57 1.123
66 C 1.54508 7.37676 -5.35525  C67 1.521, C70 1.586, H71 1.047, H72 1.079
67 C 0.27375 7.58613 -6.16406  C66 1.521, C68 1.514, H73 1.052, H74 1.075
68 C -0.11929 6.15654 -6.46844  C67 1.514, O69 1.455, H75 1.102, H76 1.066
69 O 0.28211 5.36200 -5.31800  C68 1.455, C70 1.413
70 C 0.92140 6.25225 -4.42625  C66 1.586, O69 1.413, H77 1.090, H78 1.086
71 H 1.92054 8.24291 -4.90152  C66 1.047
72 H 2.28577 6.92051 -5.99314  C66 1.079
73 H 0.37344 8.10558 -7.07316  C67 1.052
74 H -0.48444 8.07170 -5.57753  C67 1.075
75 H 0.52838 5.73567 -7.25420  C68 1.102
76 H -1.12508 6.03057 -6.79678  C68 1.066
77 H 1.57338 5.60309 -3.84118  C70 1.090
78 H 0.22686 6.75794 -3.76128  C70 1.086
79 C -2.79742 4.37762 1.30624  C80 1.596, C83 1.523, H84 1.087, H85 1.093
80 C -1.96603 3.58795 0.19547  C79 1.596, C81 1.561, H86 1.068, H87 1.065
81 C -1.00228 4.69177 -0.34176  C80 1.561, O82 1.408, H88 1.136, H89 1.091
82 O -1.70646 5.89393 -0.13701  C81 1.408, C83 1.369
83 C -2.27242 5.79361 1.10550  C79 1.523, O82 1.369, H90 1.102, H91 1.066
84 H -2.59183 4.02824 2.31446  C79 1.087
85 H -3.87113 4.28978 1.11967  C79 1.093
86 H -2.59679 3.20622 -0.57697  C80 1.068
87 H -1.37957 2.82325 0.64997  C80 1.065
88 H -0.80519 4.52337 -1.44731  C81 1.136
89 H -0.09061 4.65257 0.25569  C81 1.091
90 H -2.99555 6.62569 1.09467  C83 1.102
91 H -1.49308 6.00604 1.80084  C83 1.066
92 C -6.59216 3.04384 -3.31283  C93 1.484, C96 1.515, H97 1.101, H98 1.052
93 C -6.10845 4.20242 -2.52150  C92 1.484, C94 1.529, H99 1.094, H100 1.094
94 C -4.67912 3.84529 -2.11334  C93 1.529, O95 1.437, H101 1.098, H102 1.130
95 O -4.33437 2.69313 -2.90026  C94 1.437, C96 1.409
96 C -5.29228 2.56549 -3.92610  C92 1.515, O95 1.409, H103 1.120, H104 1.061
97 H -7.27007 3.39547 -4.10569  C92 1.101
98 H -7.00222 2.31845 -2.67006  C92 1.052
99 H -6.70456 4.40893 -1.62821  C93 1.094
100 H -6.20935 5.10641 -3.12942  C93 1.094
101 H -4.59132 3.50756 -1.07274  C94 1.098
102 H -4.04131 4.77111 -2.22606  C94 1.130
103 H -5.23382 1.46699 -4.13880  C96 1.120
104 H -5.03698 3.06456 -4.82659  C96 1.061
105 C -7.01436 -4.31487 1.04076  C106 1.464, C109 1.518, H110 1.036, H111 1.113
106 C -7.23620 -3.39832 2.16099  C105 1.464, C107 1.511, H112 1.117, H113 1.093
107 C -5.85238 -2.81113 2.31819  C106 1.511, O108 1.446, H114 1.094, H115 1.059
108 O -4.90822 -3.78602 1.82009  C107 1.446, C109 1.454
109 C -5.71358 -4.95160 1.49398  C105 1.518, O108 1.454, H116 1.156, H117 1.110
110 H -6.73456 -3.80977 0.18100  C105 1.036
111 H -7.86085 -5.00458 0.82422  C105 1.113
112 H -7.55049 -4.03925 3.02038  C106 1.117
113 H -7.93152 -2.55980 2.07469  C106 1.093
114 H -5.51215 -2.48503 3.30505  C107 1.094
115 H -5.77199 -2.01275 1.62754  C107 1.059
116 H -5.84785 -5.71742 2.34921  C109 1.156
117 H -5.18147 -5.50933 0.69497  C109 1.110
118 C -1.58210 -1.52846 5.21147  C119 1.502, C122 1.533, H123 1.114, H124 1.082
119 C -2.59343 -0.43166 5.38326  C118 1.502, C120 1.575, H125 1.075, H126 1.074
120 C -2.62124 0.27039 3.97407  C119 1.575, O121 1.444, H127 1.040, H128 1.057
121 O -1.27409 0.09270 3.48595  C120 1.444, C122 1.402
122 C -0.72010 -1.07539 4.02747  C118 1.533, O121 1.402, H129 1.099, H130 1.050
123 H -2.08138 -2.48001 4.91751  C118 1.114
124 H -1.10913 -1.79925 6.14617  C118 1.082
125 H -2.24773 0.22529 6.16085  C119 1.075
126 H -3.58079 -0.78794 5.61126  C119 1.074
127 H -2.74897 1.29198 4.11880  C120 1.040
128 H -3.29267 -0.03957 3.21870  C120 1.057
129 H 0.28547 -0.73554 4.31203  C122 1.099
130 H -0.63764 -1.76173 3.23752  C122 1.050
131 C -1.16291 -0.64612 -5.04494  C132 1.543, C135 1.554, H136 1.071, H137 1.103
132 C -0.73602 0.59731 -4.23644  C131 1.543, C133 1.430, H138 1.098, H139 1.152
133 C 0.21153 0.11084 -3.28272  C132 1.430, O134 1.383, H140 1.094, H141 1.090
134 O -0.34973 -1.08307 -2.86777  C133 1.383, C135 1.446
135 C -1.00647 -1.75458 -3.96710  C131 1.554, O134 1.446, H142 1.141, H143 1.077
136 H -0.43241 -0.77365 -5.81723  C131 1.071
137 H -2.19747 -0.61624 -5.42512  C131 1.103
138 H -1.64135 1.03217 -3.79180  C132 1.098
139 H -0.16887 1.32710 -4.92328  C132 1.152
140 H 0.36339 0.73689 -2.39888  C133 1.094
141 H 1.22831 -0.12395 -3.59867  C133 1.090
142 H -1.86890 -2.36270 -3.53311  C135 1.141
143 H -0.37158 -2.48320 -4.44281  C135 1.077
144 C 2.28943 2.97380 -1.51162  C145 1.487, H153 1.129, H154 1.135, H155 1.110
145 C 3.20727 4.14274 -1.47785  C144 1.487, O146 1.403, H156 1.089, H157 1.128
146 O 2.76587 5.16685 -0.62634  C145 1.403, C147 1.295
147 C 3.27050 6.33245 -0.87648  O146 1.295, O148 1.197, C149 1.509
148 O 4.08523 6.55296 -1.72480  C147 1.197
149 C 2.72112 7.41615 0.01872  C147 1.509, F150 1.335, F151 1.403, F152 1.352
150 F 3.31511 8.56969 -0.29471  C149 1.335
151 F 1.37059 7.48762 -0.35384  C149 1.403
152 F 2.81666 7.13095 1.33634  C149 1.352
153 H 1.26010 3.14212 -1.94500  C144 1.129
154 H 2.18044 2.41168 -0.53178  C144 1.135
155 H 2.76483 2.23018 -2.18451  C144 1.110
156 H 3.39008 4.57319 -2.46158  C145 1.089
157 H 4.18437 3.79719 -1.03245  C145 1.128
158 C 2.28175 -1.08877 0.09747  C159 1.499, H167 1.109, H168 1.085, H169 1.102
159 C 1.21672 -1.21418 1.14458  C158 1.499, O160 1.432, H170 1.092, H171 1.110
160 O -0.08706 -1.46753 0.60802  C159 1.432, C161 1.300
161 C -0.60903 -0.49346 -0.07579  O160 1.300, O162 1.195, C163 1.550
162 O -0.19449 0.61084 -0.26705  C161 1.195
163 C -2.10863 -0.79585 -0.32623  C161 1.550, F164 1.356, F165 1.374, F166 1.300
164 F -2.36072 -2.01717 -0.85757  C163 1.356
165 F -2.65849 -0.86091 0.93117  C163 1.374
166 F -2.74437 0.13545 -0.97301  C163 1.300
167 H 2.17636 -1.90565 -0.64447  C158 1.109
168 H 3.25782 -1.20158 0.55753  C158 1.085
169 H 2.33692 -0.06663 -0.31113  C158 1.102
170 H 1.30052 -0.51747 1.98191  C159 1.092
171 H 1.35237 -2.18522 1.66498  C159 1.110
172 C -7.03891 -5.46177 -4.37136  C173 1.529, H181 1.114, H182 1.109, H183 1.148
173 C -7.05870 -4.77950 -3.00314  C172 1.529, O174 1.385, H184 1.088, H185 1.143
174 O -6.75259 -3.43002 -3.06421  C173 1.385, C175 1.354
175 C -5.42686 -3.15879 -3.10405  O174 1.354, O176 1.202, C177 1.553
176 O -4.55100 -3.94252 -2.85177  C175 1.202
177 C -5.19178 -1.66995 -3.47987  C175 1.553, F178 1.309, F179 1.339, F180 1.306
178 F -4.93005 -1.66815 -4.76294  C177 1.309
179 F -6.34298 -1.02456 -3.25275  C177 1.339
180 F -4.19316 -1.09297 -2.86703  C177 1.306
181 H -5.95968 -5.64032 -4.58024  C172 1.114
182 H -7.74298 -4.91759 -5.03350  C172 1.109
183 H -7.44916 -6.50971 -4.14240  C172 1.148
184 H -6.41112 -5.25984 -2.27275  C173 1.088
185 H -8.12617 -4.86960 -2.60603  C173 1.143
186 C -1.57885 -4.98839 -0.94622  C187 1.507, H195 1.078, H196 1.062, H197 1.135
187 C -0.39089 -4.66106 -0.07829  C186 1.507, O188 1.460, H198 1.084, H199 1.073
188 O -0.78367 -5.11599 1.25214  C187 1.460, C189 1.330
189 C -0.02688 -4.80087 2.29947  O188 1.330, O190 1.213, C191 1.554
190 O 0.98762 -4.13656 2.28304  C189 1.213
191 C -0.59325 -5.41665 3.60891  C189 1.554, F192 1.333, F193 1.326, F194 1.348
192 F -0.47180 -4.47061 4.53954  C191 1.333
193 F -1.83105 -5.89093 3.57248  C191 1.326
194 F 0.14456 -6.46552 4.02412  C191 1.348
195 H -1.83046 -6.03583 -0.90587  C186 1.078
196 H -1.50223 -4.69323 -1.96363  C186 1.062
197 H -2.44152 -4.51462 -0.38014  C186 1.135
198 H -0.35107 -3.58036 -0.00031  C187 1.084
199 H 0.61769 -4.96626 -0.28074  C187 1.073

Summary:
LUMO energy (eV): 0.549
ΔE to the lowest compared entry with this formula, charge and spin (kcal/mol): 33.6
HOMO-LUMO gap (eV): 9.7
Spin multiplicity: 1
Largest force on an atom (eV/A): 4.52
Total charge: 0
HOMO energy (eV): -9.16